<w>
Formula: C6H16N3
Source: the OMol25 dataset
Level of theory: wB97M-V/def2-TZVPD

Frontier orbital gap, eV: 10.58
Total charge: +1
HOMO level, eV: -13.0680
SMILES string: CN[C@@H]1N(C)CC[N@H+]1C

Atoms and positions in Å:
C: 2.8295 0.3108 0.6814
N: 1.4870 0.7171 0.1700
C: 0.4008 -0.0212 -0.1838
N: -0.5292 0.7858 -0.8665
C: -0.0082 1.5253 -2.0718
C: -1.8586 0.2098 -1.0054
C: -1.8552 -0.9343 0.1078
N: -0.7696 -0.4722 1.0016
C: -0.2490 -1.4981 1.9856
H: 2.8532 -0.8522 0.5733
H: 3.4924 0.7909 -0.0906
H: 3.0606 0.5246 1.7471
H: 1.2359 1.6580 -0.0150
H: 0.5337 -0.9862 -0.6359
H: 0.6399 2.2719 -1.5861
H: 0.4049 0.9127 -2.9828
H: -0.9947 2.0088 -2.3231
H: -1.9955 -0.3839 -1.9569
H: -2.7449 0.7799 -0.8274
H: -2.7668 -0.8765 0.6356
H: -1.7121 -1.8117 -0.3745
H: -1.0037 0.2777 1.5962
H: 0.3622 -2.0310 1.3967
H: 0.3470 -0.9397 2.7495
H: -1.1599 -1.9664 2.2752

***

<x>
Formula: C6H16N3
Source: the OMol25 dataset
Level of theory: wB97M-V/def2-TZVPD

Frontier orbital gap, eV: 6.38
Total charge: +1
HOMO level, eV: -12.0256
SMILES string: C=[NH+]CNNC(C)(C)C

Atoms and positions in Å:
C: -3.5220 0.8946 -0.0270
N: -2.8578 -0.0454 0.5851
C: -1.9371 -0.7518 -0.3287
N: -0.6709 -1.2742 0.0720
N: 0.2358 -0.4606 0.7031
C: 1.4043 0.0182 -0.0021
C: 2.4923 -1.0645 0.0203
C: 1.1984 0.4506 -1.3566
C: 1.7823 1.2469 0.7535
H: -3.6211 0.9457 -1.0706
H: -3.9363 1.6664 0.5339
H: -2.7571 -0.0563 1.5729
H: -2.4087 -1.6113 -0.7803
H: -1.7849 0.0777 -1.1050
H: -0.8521 -1.9692 0.7309
H: 0.4225 -0.6888 1.7054
H: 2.2120 -2.0551 -0.3731
H: 3.3480 -0.6255 -0.3749
H: 2.6493 -1.2373 1.1696
H: 0.8865 -0.2471 -2.1164
H: 1.9605 0.9116 -2.0012
H: 0.2793 1.0972 -1.2875
H: 2.8015 1.5018 0.5940
H: 1.1337 2.1915 0.4805
H: 1.5414 1.0849 1.9022

***

Relative calculated energies, zero for the most stable structure, unit hartree: <w> 0.0000; <x> 0.0595.

***

<w>
Formula: H41O20
Source: the OMol25 dataset
Level of theory: wB97M-V/def2-TZVPD

Frontier orbital gap, eV: 10.62
Total charge: +1
HOMO level, eV: -13.1814

Atoms and positions in Å:
O: 3.5209 1.0405 2.2688
H: 2.2830 1.3670 -0.5070
O: 0.0752 -2.9383 -4.6684
H: 0.3570 -2.7586 -5.5644
H: 1.9762 -1.1240 -1.3052
O: 1.6411 5.0038 0.9556
H: 1.3351 5.5177 0.2018
H: 1.9568 4.1796 0.5695
O: 3.1363 -4.7558 1.5081
H: 2.5319 -4.0184 1.6016
H: -1.1762 0.2735 4.5086
O: -0.8804 -1.8915 -2.2192
H: -1.1251 -1.8280 0.3118
H: 3.5594 -4.6813 0.6490
O: -0.5458 -1.5034 1.0228
H: -3.5810 -3.6127 -1.1189
H: -0.0256 -1.7947 -1.7757
O: 3.2427 -0.0210 -3.8655
H: 2.7487 1.2132 1.0855
H: -2.2234 -2.9572 -1.5384
O: -4.9124 2.6367 0.6560
H: -5.6729 2.7175 1.2369
H: -4.1025 2.7768 1.1530
O: 1.2508 -2.5419 -0.4665
H: 1.1166 -3.3793 -0.9336
H: -0.7670 -2.3911 -3.0441
O: -0.8999 3.8567 -3.3372
H: -1.7201 3.7420 -2.8402
H: -1.0735 3.6023 -4.2468
O: -4.5965 -0.4266 0.6590
H: -5.3637 -0.9918 0.5400
H: 2.7610 0.4454 -4.5541
O: -2.7655 -2.3998 2.2026
H: -3.5529 -1.9142 1.9147
H: -3.0958 -2.9449 2.9230
O: -1.0936 4.8437 -0.1839
H: -0.4826 4.2006 0.1954
H: -0.6117 5.0624 -0.9918
O: 3.9809 -0.9921 3.9958
H: 0.0981 -3.8719 -4.4487
H: 3.8794 -1.7212 4.6076
O: 2.1797 1.7933 0.3711
H: -5.0400 0.4375 0.6167
H: 3.0403 0.3025 2.7023
O: -1.8600 0.3305 5.1799
H: -0.1753 0.3923 1.2337
H: -2.1588 -0.5619 5.3723
O: -0.1044 1.3498 1.4086
H: -0.6405 1.8887 0.8081
H: 4.4676 -0.2363 4.3167
O: -2.6603 -3.7952 -1.3168
H: 4.3608 0.5623 2.1559
H: 3.6860 -0.6615 -4.4407
O: 2.2471 -0.2068 -1.4118
H: 1.2814 1.4501 0.8073
H: 2.6259 0.1195 -2.2524
O: -0.5796 2.1621 -1.1780
H: -0.5665 1.2299 -1.4460
H: -0.6626 2.6005 -2.0495
H: -1.2754 -1.5008 1.6653
H: 0.6517 -2.6766 0.3001

***

<x>
Formula: H41O20
Source: the OMol25 dataset
Level of theory: wB97M-V/def2-TZVPD

Frontier orbital gap, eV: 9.67
Total charge: +1
HOMO level, eV: -12.6510

Atoms and positions in Å:
O: -1.5909 0.8528 -5.3788
H: -2.5100 0.1628 4.2095
O: -1.6701 3.6426 1.6899
H: -1.9686 4.2707 2.3442
H: -2.1957 2.1300 2.9887
O: -2.6677 -5.0965 -1.9630
H: -1.9376 -5.4834 -1.3488
H: -2.4289 -4.8469 -2.8411
O: 4.9443 -0.4912 0.9257
H: 4.5351 -1.0783 0.3446
H: 2.6021 3.8998 -2.9075
O: 0.6010 -3.6260 1.2831
H: 1.0680 -4.5848 -1.3854
H: 4.7472 0.4169 0.9455
O: -2.8320 -0.7350 4.0113
H: -1.0376 -0.9593 1.7013
H: 0.0738 -3.6177 2.1392
O: 1.4332 1.0270 0.5933
H: -0.3105 2.1592 2.4642
H: -0.4005 0.0929 -0.2056
O: 3.4305 3.8843 0.4113
H: 3.1539 4.4343 -0.3939
H: 3.1980 4.4255 1.2872
O: 0.3001 -4.5507 -1.9900
H: 0.5689 -3.7533 -2.4825
H: 0.6661 -4.6299 1.1608
O: -5.4968 0.1990 -0.4299
H: -3.6039 -0.9788 3.6493
H: -5.7755 0.3957 -1.2660
O: -2.6605 -2.3127 -2.5990
H: -3.0990 -3.1624 -2.3236
H: 1.6443 1.8601 0.0428
O: -0.9989 -0.0950 2.0577
H: -1.3490 0.0846 2.9345
H: 1.5715 -0.0331 -3.6789
O: -1.5583 -3.0879 -0.5958
H: -1.7013 -3.8538 -1.2124
H: -0.9459 -3.4287 -0.0985
O: 3.0222 1.8056 2.1734
H: -2.3750 3.5046 0.9712
H: 3.4639 1.7981 3.0716
O: 0.5529 2.0430 2.8528
H: -6.1681 -0.1543 0.0269
H: -1.6189 0.2494 -4.6057
O: 3.2095 3.3114 -2.3948
H: -3.3241 -1.8301 -2.2468
H: 4.1133 3.6592 -2.2290
O: 1.7921 -0.3019 -2.7666
H: 0.9280 -0.3446 -2.3855
H: 2.7255 2.7754 2.0181
O: -0.0551 -0.6032 -0.9324
H: -1.1992 0.3473 -6.0444
H: 2.0236 0.2796 -0.0192
O: -2.2025 1.8539 3.9221
H: 0.4159 2.9967 3.2064
H: -3.1428 1.9757 4.1399
O: 3.5443 1.0716 -0.7544
H: 3.5577 1.9542 -1.2314
H: 3.4916 0.3716 -1.4249
H: 2.2272 0.9832 1.5393
H: -0.7811 -1.2794 -0.9700

***

Relative calculated energies, zero for the most stable structure, unit hartree: <w> 0.0000; <x> 0.2067.

***

<w>
Formula: CH2N2O4
Source: the OMol25 dataset
Level of theory: wB97M-V/def2-TZVPD

Frontier orbital gap, eV: 9.91
Total charge: 0
HOMO level, eV: -10.7425
SMILES string: O=NOC[N+](=O)[O-]

Atoms and positions in Å:
O: 2.8689 -0.9944 0.0256
N: 1.8442 -0.5578 -0.3522
O: 0.8498 -0.4953 0.5765
C: -0.5418 -0.3431 -0.0668
N: -1.0876 1.0379 0.0934
O: -0.2683 1.9940 0.0884
O: -2.3116 1.1032 0.1630
H: -0.3370 -0.5952 -1.1348
H: -1.0165 -1.1493 0.6069

***

<x>
Formula: CH2N2O4
Source: the OMol25 dataset
Level of theory: wB97M-V/def2-TZVPD

Frontier orbital gap, eV: 10.63
Total charge: 0
HOMO level, eV: -10.4239
SMILES string: O=C=O.O=NNO

Atoms and positions in Å:
O: -4.3693 -1.0033 0.8819
C: -3.9973 -0.3977 -0.0346
O: -3.4255 0.2185 -0.8637
O: 0.1724 1.6592 0.7796
N: -0.7870 1.1715 0.1386
N: -0.4288 0.2970 -0.7132
O: 0.9003 -0.0269 -0.6780
H: -1.0102 -0.4531 -0.9210
H: 1.2288 0.7374 -0.0194

***

Relative calculated energies, zero for the most stable structure, unit hartree: <w> 0.1247; <x> 0.0000.

***

<w>
Formula: H3NOP
Source: the OMol25 dataset
Level of theory: wB97M-V/def2-TZVPD

Frontier orbital gap (alpha / beta), eV: 5.95 / 7.75
Total charge: -1
HOMO level (alpha / beta), eV: -1.6661 / -2.6799

Atoms and positions in Å:
N: -0.7603 0.3778 0.2069
O: -1.9682 0.2229 -0.0549
P: 0.3790 -0.8372 -0.1413
H: 0.6090 1.6634 -1.3907
H: 0.2849 -1.3773 1.1671
H: 1.4555 -0.0497 0.2128

***

<x>
Formula: H3NOP
Source: the OMol25 dataset
Level of theory: wB97M-V/def2-TZVPD

Frontier orbital gap, eV: 7.57
Total charge: -1
HOMO level, eV: -2.2606

Atoms and positions in Å:
N: -0.5338 -0.7920 0.1217
O: -1.4407 0.2909 -0.1817
P: 0.5291 0.5835 0.2281
H: -0.6494 -1.2393 1.0030
H: 0.3826 1.1910 -0.9890
H: 1.7121 -0.0340 -0.1822

***

Relative calculated energies, zero for the most stable structure, unit hartree: <w> 0.0788; <x> 0.0000.

***

<w>
Formula: C47H53N8O4SiTl
Source: the OMol25 dataset
Level of theory: wB97M-V/def2-TZVPD

Frontier orbital gap, eV: 3.64
Total charge: -2
HOMO level, eV: -0.5353

Atoms and positions in Å:
Tl: 0.4822 -0.2490 0.7184
C: -0.7378 -3.1101 -2.5944
C: 0.2306 -2.1153 -3.1608
C: 1.1898 -2.5229 -4.0817
C: 2.1308 -1.6395 -4.5998
C: 2.1001 -0.3131 -4.1854
C: 1.1534 0.1342 -3.2704
C: 1.1237 1.5711 -2.8369
C: 0.2054 -0.7654 -2.7388
N: -0.6401 -0.3201 -1.7320
C: -1.9556 -0.3868 -1.8771
O: -2.5993 -0.6288 -2.9154
C: -2.7731 -0.0926 -0.6209
C: -4.0975 0.3013 -0.7748
C: -4.8507 0.5449 0.3635
C: -4.2823 0.3255 1.6082
C: -2.9611 -0.1043 1.6735
N: -2.2259 -0.2641 0.5792
C: -2.3817 -0.5373 3.0224
O: -3.1926 -0.6354 3.9748
N: -1.0965 -0.8055 2.9958
C: -0.5123 -1.5318 4.0298
C: -0.0556 -0.9482 5.2221
C: -0.3854 0.4837 5.5234
C: 0.6695 -1.7134 6.1303
C: 0.9343 -3.0539 5.8951
C: 0.4373 -3.6426 4.7394
C: -0.2867 -2.9053 3.8133
C: -0.8372 -3.5377 2.5663
H: -0.5653 -4.0995 -3.0234
H: -1.7627 -2.8020 -2.8007
H: -0.6124 -3.1742 -1.5110
H: 1.1790 -3.5597 -4.4087
H: 2.8560 -1.9694 -5.3401
H: 2.8157 0.3972 -4.5881
H: 1.9185 2.1414 -3.3223
H: 1.2477 1.6632 -1.7528
H: 0.1635 2.0293 -3.0841
H: -4.4924 0.4012 -1.7752
H: -5.8798 0.8771 0.2799
H: -4.8257 0.4471 2.5333
H: -1.4183 0.6898 5.2432
H: 0.2543 1.1751 4.9718
H: -0.2592 0.6909 6.5882
H: 1.0198 -1.2448 7.0456
H: 1.5058 -3.6367 6.6088
H: 0.6111 -4.6982 4.5519
H: -0.6677 -4.6167 2.5740
H: -0.3677 -3.1109 1.6750
H: -1.9088 -3.3469 2.4855
N: 2.8049 -0.8300 -0.5856
C: 3.2732 -2.0019 0.1311
C: 4.7336 -2.3138 -0.1984
C: 5.3537 -3.5135 0.5341
C: 6.1126 -4.4151 -0.4360
N: 5.1569 -4.9357 -1.4282
C: 4.9881 -4.3661 -2.6260
N: 3.7602 -4.2592 -3.1121
N: 6.0594 -4.0002 -3.3950
C: 2.2483 -3.1482 -0.1460
O: 2.6696 -4.2384 -0.6782
O: 1.0881 -2.9087 0.1643
H: 2.6713 -0.9926 -1.5770
H: 3.3814 -0.0101 -0.4383
H: 3.1867 -1.7948 1.2052
H: 5.3169 -1.4098 -0.0059
H: 4.7739 -2.4823 -1.2788
H: 4.5599 -4.1063 0.9930
H: 6.0239 -3.1994 1.3361
H: 6.5866 -5.2517 0.0778
H: 6.8968 -3.8427 -0.9369
H: 4.2169 -5.0074 -0.9832
H: 3.0243 -4.2121 -2.3748
H: 3.6054 -3.7369 -3.9594
H: 6.9508 -4.0362 -2.9284
H: 5.9329 -3.1669 -3.9509
N: -1.5750 3.1495 -0.7469
H: -1.9799 2.9002 0.1509
H: -1.5545 2.2913 -1.2900
H: -0.6003 3.3646 -0.5462
C: 5.2036 5.9580 -0.7615
C: 4.5624 6.2543 0.4338
C: 3.7056 5.3269 1.0152
C: 3.4363 4.0845 0.4249
C: 4.1085 3.8147 -0.7737
C: 4.9818 4.7234 -1.3575
Si: 2.2289 2.7403 1.1036
C: 3.3378 1.7575 2.2962
C: 2.8109 0.7643 3.1448
C: 3.6175 -0.1236 3.8428
C: 5.0005 -0.0633 3.7172
C: 5.5545 0.9196 2.9033
C: 4.7419 1.8141 2.2198
C: 0.8210 3.6550 1.9861
C: 0.4889 4.9981 1.7457
C: -0.6671 5.5727 2.2572
C: -1.5470 4.8244 3.0266
C: -1.2620 3.4839 3.2551
C: -0.1070 2.9166 2.7389
H: 5.8660 6.6802 -1.2250
H: 4.7411 7.2076 0.9204
H: 3.2466 5.5680 1.9670
H: 3.9252 2.8616 -1.2612
H: 5.4797 4.4767 -2.2893
H: 1.7366 0.6721 3.2681
H: 3.1547 -0.8669 4.4823
H: 5.6348 -0.7596 4.2538
H: 6.6336 1.0014 2.8135
H: 5.2093 2.5714 1.5999
H: 1.1252 5.6021 1.1119
H: -0.8863 6.6139 2.0436
H: -2.4500 5.2717 3.4245
H: -1.9530 2.8667 3.8161
H: 0.0490 1.8545 2.8948

***

<x>
Formula: C47H53N8O4SiTl
Source: the OMol25 dataset
Level of theory: wB97M-V/def2-TZVPD

Frontier orbital gap, eV: 3.39
Total charge: -2
HOMO level, eV: -0.4334

Atoms and positions in Å:
Tl: 0.5929 -0.2390 0.6291
C: -0.5538 -2.9865 -2.7405
C: 0.4327 -1.9700 -3.2388
C: 1.4440 -2.3421 -4.1180
C: 2.3894 -1.4288 -4.5692
C: 2.3154 -0.1145 -4.1249
C: 1.3210 0.2956 -3.2440
C: 1.2548 1.7193 -2.7716
C: 0.3608 -0.6316 -2.7832
N: -0.5322 -0.2447 -1.7958
C: -1.8408 -0.3549 -1.9395
O: -2.4797 -0.5961 -2.9845
C: -2.6614 -0.1065 -0.6747
C: -3.9927 0.2542 -0.8393
C: -4.7630 0.4832 0.2844
C: -4.2055 0.2734 1.5324
C: -2.8827 -0.1483 1.6295
N: -2.1160 -0.2861 0.5334
C: -2.4177 -0.5776 3.0259
O: -3.3005 -0.5997 3.9160
N: -1.1563 -0.9189 3.1464
C: -0.6943 -1.5606 4.2912
C: -0.2008 -0.8617 5.4066
C: -0.3861 0.6292 5.4873
C: 0.4124 -1.5610 6.4416
C: 0.5215 -2.9426 6.4100
C: -0.0346 -3.6396 5.3439
C: -0.6514 -2.9735 4.2940
C: -1.2940 -3.7223 3.1598
H: -0.3670 -3.9645 -3.1909
H: -1.5729 -2.6717 -2.9730
H: -0.4705 -3.0756 -1.6556
H: 1.4804 -3.3733 -4.4640
H: 3.1586 -1.7322 -5.2735
H: 3.0414 0.6134 -4.4746
H: 2.0705 2.3113 -3.1911
H: 1.3148 1.7636 -1.6786
H: 0.3048 2.1765 -3.0597
H: -4.3790 0.3556 -1.8436
H: -5.7967 0.7951 0.1871
H: -4.7735 0.3882 2.4448
H: -1.3847 0.8920 5.1343
H: 0.3362 1.1646 4.8685
H: -0.2689 0.9780 6.5158
H: 0.7932 -1.0068 7.2943
H: 1.0033 -3.4752 7.2232
H: -0.0011 -4.7257 5.3331
H: -1.2779 -4.7983 3.3476
H: -0.7706 -3.5161 2.2265
H: -2.3285 -3.3948 3.0333
N: 3.0211 -0.8676 -0.8135
C: 3.4176 -2.0658 -0.0859
C: 4.8474 -2.4995 -0.4313
C: 5.3289 -3.7211 0.3568
C: 5.9994 -4.7487 -0.5619
N: 5.0350 -5.2424 -1.5627
C: 4.9991 -4.7030 -2.7880
N: 3.8363 -4.4693 -3.3639
N: 6.1479 -4.5665 -3.5049
C: 2.3214 -3.1517 -0.3425
O: 2.6692 -4.2568 -0.8921
O: 1.1752 -2.8468 -0.0164
H: 2.8455 -1.0397 -1.7994
H: 3.6744 -0.1016 -0.7047
H: 3.3565 -1.8471 0.9864
H: 5.5084 -1.6436 -0.2772
H: 4.8683 -2.7303 -1.5024
H: 4.4594 -4.1982 0.8164
H: 6.0130 -3.4485 1.1620
H: 6.3736 -5.5932 0.0185
H: 6.8441 -4.2849 -1.0774
H: 4.0751 -5.1926 -1.1753
H: 3.0805 -4.2506 -2.6629
H: 3.8209 -3.9570 -4.2338
H: 6.9866 -4.7157 -2.9657
H: 6.1920 -3.7350 -4.0749
N: -1.6880 3.1208 -0.7673
H: -2.0560 2.8347 0.1352
H: -1.6462 2.2801 -1.3329
H: -0.7235 3.3843 -0.5935
C: 4.9083 6.2274 -0.7904
C: 4.2859 6.4869 0.4230
C: 3.5168 5.5037 1.0361
C: 3.3271 4.2392 0.4612
C: 3.9835 4.0044 -0.7537
C: 4.7657 4.9715 -1.3699
Si: 2.2126 2.8466 1.1751
C: 3.4314 1.8498 2.2294
C: 3.0328 0.7290 2.9854
C: 3.9474 -0.1329 3.5740
C: 5.3129 0.0866 3.4298
C: 5.7413 1.1979 2.7083
C: 4.8218 2.0609 2.1282
C: 0.7612 3.6419 2.0856
C: 0.3839 4.9856 1.9162
C: -0.7636 5.5035 2.5004
C: -1.5943 4.6947 3.2659
C: -1.2704 3.3501 3.4124
C: -0.1225 2.8390 2.8279
H: 5.4981 6.9940 -1.2823
H: 4.4116 7.4556 0.8966
H: 3.0670 5.7169 2.0007
H: 3.8694 3.0300 -1.2217
H: 5.2573 4.7559 -2.3130
H: 1.9795 0.5170 3.1268
H: 3.5831 -0.9810 4.1470
H: 6.0318 -0.5905 3.8809
H: 6.8038 1.4026 2.6120
H: 5.1893 2.9211 1.5811
H: 0.9874 5.6369 1.2946
H: -1.0118 6.5504 2.3572
H: -2.4853 5.1023 3.7302
H: -1.9240 2.6891 3.9737
H: 0.0769 1.7790 2.9425

***

Relative calculated energies, zero for the most stable structure, unit hartree: <w> 0.0000; <x> 0.0121.

***

<w>
Formula: H14O7Pd
Source: the OMol25 dataset
Level of theory: wB97M-V/def2-TZVPD

Frontier orbital gap (alpha / beta), eV: 12.09 / 9.51
Spin multiplicity: 3
Total charge: +2
HOMO level (alpha / beta), eV: -18.8146 / -18.9344

Atoms and positions in Å:
Pd: -0.0900 -0.0697 -0.2860
O: 1.6400 -1.4551 0.0897
H: 2.0408 -1.4368 0.9588
H: 2.3506 -1.7146 -0.4968
O: 1.3943 0.4970 -1.8854
H: 2.1975 0.9602 -2.1233
H: 0.9411 0.3597 -2.7173
O: -1.7693 0.6879 1.0204
H: -1.9208 0.2837 1.8748
H: -2.4066 1.4008 0.9758
O: -1.0084 -1.9891 -0.6923
H: -1.9319 -2.1637 -0.8739
H: -0.7194 -2.7408 -0.1748
O: 0.9549 1.6731 0.4762
H: 1.3505 1.5382 1.3373
H: 1.0333 2.6143 0.3208
O: -1.5298 0.8323 -1.8251
H: -1.6756 1.6986 -2.2050
H: -2.0718 0.2449 -2.3519
O: 0.4111 -0.3270 2.4771
H: -0.2188 -0.0258 3.1318
H: 1.0285 -0.8682 2.9692

***

<x>
Formula: H14O7Pd
Source: the OMol25 dataset
Level of theory: wB97M-V/def2-TZVPD

Frontier orbital gap (alpha / beta), eV: 7.84 / 3.98
Spin multiplicity: 3
Total charge: +2
HOMO level (alpha / beta), eV: -18.0192 / -18.0101

Atoms and positions in Å:
Pd: -25.9692 18.0278 12.2676
O: -24.3081 20.4361 13.6060
H: -23.3690 20.5742 13.4828
H: -24.5598 21.0771 14.2709
O: -28.4598 19.8668 13.8507
H: -28.2764 20.0127 14.7788
H: -29.3954 20.0475 13.7597
O: -28.5271 16.1695 10.8600
H: -29.2945 16.3746 10.3259
H: -28.4788 15.2136 10.8538
O: -27.0048 20.3676 9.9964
H: -27.3437 20.5091 9.1124
H: -27.1273 21.2080 10.4378
O: -23.4818 18.2534 10.1631
H: -22.6983 18.8022 10.1302
H: -23.5516 17.8818 9.2837
O: -24.9941 14.9155 11.9705
H: -24.1794 14.7786 11.4870
H: -25.1084 14.1134 12.4801
O: -25.7473 16.8122 15.5192
H: -26.3323 17.0507 16.2382
H: -25.0012 16.3914 15.9464

***

Relative calculated energies, zero for the most stable structure, unit hartree: <w> 0.0000; <x> 0.2060.